(1)
Formula: C18H54O9
Source: the Open Molecules 2025 dataset
Level of theory: ωB97M-V with the def2-TZVPD basis set

Computed properties:
Net charge ... 0
HOMO level ... -10.0 eV
SMILES string ... CCO.CCO.CCO.CCO.CCO.CCO.CCO.CCO.CCO
Energy above the lowest of the compared OMol25 structures with the same formula, charge and spin ... 3.515 eV

Each line ends with the Löwdin charge.
Geometry (Å):
C: -5.81 1.78 0.61  -0.069
C: -4.34 2.17 0.37  -0.347
O: -3.65 1.18 -0.30  -0.083
H: -6.23 2.29 1.49  0.075
H: -5.78 0.74 0.93  0.071
H: -6.37 2.04 -0.26  0.059
H: -3.81 2.45 1.29  0.091
H: -4.36 3.14 -0.17  0.117
H: -2.97 1.55 -0.88  0.044
C: 0.30 3.84 -2.67  -0.051
C: -0.99 3.69 -1.86  -0.329
O: -1.29 2.44 -1.39  -0.117
H: 0.47 4.77 -3.14  0.061
H: 0.29 3.01 -3.43  0.100
H: 1.14 3.60 -2.08  0.035
H: -1.84 3.95 -2.54  0.123
H: -1.05 4.42 -1.01  0.127
H: -0.56 2.08 -0.84  0.097
C: 3.88 -2.47 -1.57  -0.067
C: 3.40 -1.14 -0.99  -0.341
O: 2.21 -1.25 -0.27  -0.104
H: 4.01 -3.22 -0.79  0.040
H: 4.85 -2.39 -2.06  0.082
H: 3.09 -2.75 -2.28  0.079
H: 3.25 -0.39 -1.75  0.101
H: 4.14 -0.72 -0.35  0.094
H: 1.50 -1.67 -0.86  0.091
C: 4.33 3.29 -0.66  -0.091
C: 3.17 2.76 0.14  -0.314
O: 2.38 3.95 0.39  -0.103
H: 4.62 4.28 -0.36  0.071
H: 3.97 3.32 -1.73  0.089
H: 5.15 2.61 -0.65  0.058
H: 3.53 2.50 1.15  0.120
H: 2.66 1.95 -0.39  0.092
H: 1.55 3.68 0.81  0.049
C: 5.31 -5.03 1.41  -0.075
C: 5.30 -3.46 1.69  -0.329
O: 6.26 -3.11 2.67  -0.087
H: 4.84 -5.60 2.23  0.068
H: 6.38 -5.40 1.12  0.109
H: 4.72 -5.12 0.52  0.032
H: 4.27 -3.14 1.92  0.110
H: 5.55 -2.97 0.74  0.088
H: 6.01 -2.23 3.00  0.090
C: -1.04 -4.07 -0.68  -0.077
C: -1.54 -2.81 -1.37  -0.301
O: -0.68 -1.66 -1.18  -0.098
H: -0.02 -4.38 -0.78  0.060
H: -1.73 -4.84 -1.03  0.073
H: -1.16 -4.06 0.44  0.075
H: -2.53 -2.53 -1.04  0.101
H: -1.69 -2.96 -2.46  0.112
H: -0.97 -1.00 -1.82  0.042
C: -4.22 0.53 -3.68  -0.082
C: -3.10 -0.33 -3.13  -0.345
O: -1.82 0.23 -3.12  -0.076
H: -4.15 1.53 -3.32  0.055
H: -5.23 0.16 -3.43  0.088
H: -4.19 0.55 -4.78  0.076
H: -3.01 -1.27 -3.73  0.127
H: -3.49 -0.53 -2.10  0.101
H: -1.76 1.11 -2.74  0.047
C: -2.64 -1.86 3.04  -0.094
C: -1.57 -1.92 4.07  -0.373
O: -1.65 -1.14 5.23  -0.048
H: -2.32 -2.48 2.23  0.059
H: -2.87 -0.86 2.71  0.067
H: -3.60 -2.29 3.45  0.094
H: -0.62 -1.60 3.59  0.115
H: -1.49 -2.99 4.31  0.113
H: -2.49 -1.26 5.63  0.067
C: -0.81 2.70 2.42  -0.054
C: 0.10 1.47 2.17  -0.246
O: 0.44 1.43 0.77  -0.111
H: -1.46 2.74 1.58  0.039
H: -0.28 3.65 2.40  0.067
H: -1.33 2.67 3.41  0.097
H: -0.43 0.57 2.40  0.090
H: 1.01 1.51 2.77  0.115
H: 0.85 0.57 0.61  0.069

(2)
Formula: C18H54O9S9
Source: the Open Molecules 2025 dataset
Level of theory: ωB97M-V with the def2-TZVPD basis set

Computed properties:
Net charge ... 0
HOMO level ... -8.3 eV
Energy above the lowest of the compared OMol25 structures with the same formula, charge and spin ... 10.321 eV

Each line ends with the Löwdin charge.
Geometry (Å):
C: 3.05 -2.14 -6.07  -0.295
S: 2.81 -1.78 -4.38  0.851
O: 3.76 -0.62 -4.08  -0.562
C: 1.11 -1.14 -4.51  -0.236
H: 4.09 -2.26 -6.22  0.038
H: 2.84 -1.25 -6.63  0.044
H: 2.51 -2.89 -6.66  0.077
H: 0.66 -1.85 -4.93  -0.053
H: 1.03 -0.24 -5.22  0.096
H: 0.76 -0.94 -3.47  0.063
C: -0.63 0.23 -0.23  -0.266
S: 0.67 -0.86 0.50  0.827
O: 1.47 -1.29 -0.78  -0.601
C: 1.59 0.38 1.52  -0.221
H: -1.12 0.84 0.59  0.033
H: -1.49 -0.33 -0.82  0.076
H: -0.15 1.02 -0.89  0.037
H: 2.27 0.93 0.89  0.033
H: 2.15 -0.22 2.28  0.031
H: 0.97 1.04 2.17  0.048
C: -2.32 1.45 -3.56  -0.278
S: -3.47 0.22 -3.90  0.864
O: -3.60 -0.55 -2.55  -0.584
C: -4.99 1.30 -4.14  -0.219
H: -1.39 1.04 -3.62  -0.001
H: -2.54 1.98 -2.70  0.011
H: -2.55 2.11 -4.48  0.097
H: -4.91 1.91 -4.92  -0.017
H: -5.14 2.05 -3.41  0.042
H: -5.89 0.62 -4.39  0.093
C: -0.82 3.87 1.17  -0.249
S: -2.43 4.59 0.99  0.860
O: -2.13 5.89 0.30  -0.556
C: -3.01 3.43 -0.26  -0.265
H: -0.79 3.05 1.44  -0.118
H: -0.18 4.35 1.78  0.023
H: -0.20 3.91 0.22  0.107
H: -3.04 2.34 0.31  0.136
H: -2.56 3.66 -1.18  0.027
H: -3.96 3.61 -0.62  0.005
C: -0.20 2.99 4.50  -0.253
S: 0.50 1.79 5.72  0.854
O: 1.05 0.57 5.02  -0.572
C: 1.95 2.72 6.06  -0.285
H: -0.07 4.04 4.90  0.074
H: -1.22 2.69 4.20  0.032
H: 0.30 3.17 3.49  0.053
H: 1.81 3.65 6.39  0.004
H: 2.56 2.94 5.26  0.036
H: 2.53 2.09 6.81  0.094
C: 2.75 -2.91 3.47  -0.309
S: 1.20 -3.57 3.76  0.845
O: 0.28 -3.01 2.65  -0.619
C: 1.58 -5.26 3.16  -0.235
H: 3.22 -3.47 4.29  0.059
H: 2.63 -1.86 3.69  0.030
H: 3.25 -3.05 2.50  0.088
H: 0.85 -5.98 3.31  0.020
H: 2.33 -5.77 3.78  0.061
H: 1.82 -5.23 2.10  0.061
C: -1.65 -0.98 4.68  -0.300
S: -3.29 -0.34 4.25  0.874
O: -3.20 1.07 3.74  -0.589
C: -3.19 -1.18 2.55  -0.156
H: -1.42 -2.08 4.70  0.065
H: -1.47 -0.74 5.71  0.011
H: -0.90 -0.32 4.07  0.070
H: -4.03 -0.89 2.13  -0.004
H: -3.21 -2.23 2.76  0.068
H: -2.47 -0.89 2.04  -0.057
C: -1.83 -3.57 -1.53  -0.233
S: -0.72 -4.25 -0.28  0.843
O: -1.36 -5.55 0.22  -0.570
C: 0.50 -4.69 -1.58  -0.249
H: -2.55 -3.12 -1.04  -0.019
H: -2.03 -4.33 -2.15  0.013
H: -1.43 -2.73 -2.14  0.073
H: 0.17 -5.30 -2.41  0.056
H: 1.33 -5.15 -1.14  0.016
H: 0.81 -3.65 -1.89  0.044
C: 4.02 2.94 -1.79  -0.286
S: 2.63 1.96 -2.18  0.847
O: 1.62 2.78 -1.27  -0.589
C: 2.29 2.39 -3.84  -0.253
H: 4.94 2.43 -2.24  0.068
H: 4.33 3.13 -0.85  -0.005
H: 3.89 4.03 -2.58  0.163
H: 2.49 3.45 -4.09  0.083
H: 1.41 2.12 -3.88  -0.080
H: 2.75 1.70 -4.56  0.068

(3)
Formula: C18H55BF4N3O8
Source: the Open Molecules 2025 dataset
Level of theory: ωB97M-V with the def2-TZVPD basis set

Computed properties:
Net charge ... -1
HOMO level ... -6.5 eV
Energy above the lowest of the compared OMol25 structures with the same formula, charge and spin ... 0.371 eV

Each line ends with the Löwdin charge.
Geometry (Å):
B: 0.28 0.10 0.26  -1.241
F: -0.40 1.32 0.09  0.116
F: 1.20 -0.19 -0.75  0.132
F: 0.98 0.20 1.48  0.129
F: -0.65 -0.95 0.27  0.104
C: -4.60 -1.01 1.83  -0.087
C: -3.16 -1.02 2.33  -0.310
O: -2.52 0.21 2.06  -0.077
H: -4.67 -0.76 0.77  0.064
H: -5.22 -0.31 2.38  0.067
H: -4.98 -2.04 1.91  0.065
H: -2.60 -1.87 1.96  0.091
H: -3.22 -1.12 3.42  0.106
H: -1.85 0.03 1.38  0.031
C: 2.93 1.08 4.39  -0.094
C: 2.01 2.09 5.06  -0.322
O: 0.75 2.09 4.40  -0.099
H: 3.89 0.95 4.91  0.067
H: 3.10 1.39 3.36  0.071
H: 2.43 0.11 4.35  0.075
H: 2.44 3.10 5.00  0.104
H: 1.77 1.83 6.09  0.104
H: 0.92 2.23 3.45  0.042
C: -0.31 5.30 2.82  -0.088
C: -0.63 4.15 1.88  -0.309
O: 0.52 3.30 1.78  -0.100
H: -1.24 5.83 3.03  0.072
H: 0.50 5.90 2.41  0.072
H: 0.05 4.90 3.77  0.066
H: -0.96 4.47 0.89  0.112
H: -1.44 3.56 2.33  0.115
H: 0.21 2.54 1.26  0.044
O: 3.55 -0.91 1.12  -0.058
H: 2.75 -0.37 1.04  0.006
H: 3.41 -1.43 1.92  0.033
O: -0.84 -0.26 -2.71  -0.046
H: -0.28 -0.71 -3.35  0.029
H: -0.42 -0.44 -1.85  0.003
C: -1.59 -4.32 0.12  -0.063
C: -0.18 -4.44 0.69  -0.447
C: 0.89 -4.36 -0.39  -0.211
O: 2.20 -4.66 0.04  -0.180
C: 2.41 -6.01 0.38  -0.107
N: -0.01 -3.43 1.74  0.058
H: -2.31 -4.51 0.92  0.075
H: -1.73 -5.06 -0.67  0.072
H: -1.74 -3.35 -0.36  0.076
H: -0.12 -5.41 1.20  0.115
H: 0.90 -3.32 -0.73  0.129
H: 0.59 -4.95 -1.27  0.123
H: 1.62 -6.40 1.02  0.073
H: 3.33 -6.05 0.96  0.086
H: 2.48 -6.62 -0.53  0.086
H: 0.99 -3.39 1.98  0.069
H: -0.09 -2.51 1.29  0.044
C: 2.43 0.70 -4.25  -0.068
C: 3.90 0.68 -3.86  -0.449
C: 4.08 0.36 -2.39  -0.228
O: 5.42 0.59 -2.05  -0.178
C: 5.63 0.58 -0.66  -0.125
N: 4.66 -0.21 -4.75  0.035
H: 1.87 1.43 -3.68  0.082
H: 1.94 -0.28 -4.12  0.067
H: 2.37 0.89 -5.33  0.073
H: 4.25 1.70 -4.01  0.139
H: 3.80 -0.69 -2.23  0.135
H: 3.35 0.90 -1.77  0.120
H: 5.54 -0.41 -0.21  0.071
H: 4.91 1.21 -0.14  0.085
H: 6.62 0.98 -0.41  0.081
H: 5.64 -0.15 -4.47  0.063
H: 4.38 -1.16 -4.53  0.070
C: -4.06 2.78 -0.46  -0.058
C: -3.37 1.87 -1.46  -0.440
C: -4.22 1.54 -2.67  -0.195
O: -5.32 0.74 -2.23  -0.194
C: -6.24 0.49 -3.25  -0.143
N: -2.08 2.48 -1.90  0.046
H: -3.46 2.88 0.45  0.066
H: -4.97 2.26 -0.12  0.072
H: -4.38 3.73 -0.88  0.074
H: -3.15 0.93 -0.93  0.130
H: -3.61 0.90 -3.33  0.125
H: -4.62 2.45 -3.13  0.128
H: -7.08 -0.06 -2.84  0.082
H: -5.79 -0.08 -4.08  0.085
H: -6.64 1.42 -3.69  0.082
H: -1.72 1.85 -2.62  0.039
H: -1.45 2.21 -1.15  0.037

(4)
Formula: C18H56F2N2O16
Source: the Open Molecules 2025 dataset
Level of theory: ωB97M-V with the def2-TZVPD basis set

Computed properties:
Net charge ... 0
HOMO level ... -9.7 eV
Energy above the lowest of the compared OMol25 structures with the same formula, charge and spin ... 0.000 eV

Each line ends with the Löwdin charge.
Geometry (Å):
O: -2.76 -0.52 0.25  0.188
C: -1.60 -0.76 0.36  -0.508
F: -1.02 -1.78 -0.27  0.144
N: -0.64 -0.03 1.09  0.151
C: -0.44 -0.46 2.47  -0.461
O: -1.23 -0.24 3.34  0.177
N: 0.76 -1.16 2.63  0.201
C: 1.57 -0.70 3.73  -0.532
O: 1.28 -0.91 4.87  0.175
O: 2.70 -0.12 3.31  0.010
C: 2.83 1.27 3.69  -0.137
C: 1.96 2.19 2.86  -0.136
C: 2.11 1.96 1.37  -0.188
F: 1.54 3.03 0.67  -0.053
H: -0.98 0.92 1.14  0.154
H: 1.31 -1.13 1.77  0.146
H: 3.88 1.52 3.52  0.138
H: 2.62 1.37 4.75  0.125
H: 2.29 3.21 3.08  0.132
H: 0.91 2.14 3.18  0.121
H: 3.17 1.88 1.11  0.108
H: 1.59 1.05 1.07  0.089
C: 3.23 -0.65 7.81  -0.158
O: 3.76 -1.66 6.97  -0.130
H: 3.98 -0.41 8.56  0.077
H: 2.99 0.25 7.24  0.064
H: 2.32 -0.99 8.32  0.080
H: 3.10 -1.86 6.31  0.034
C: 3.44 -4.18 4.06  -0.124
O: 2.24 -4.03 3.31  -0.121
H: 3.72 -5.23 4.00  0.083
H: 4.26 -3.58 3.65  0.083
H: 3.30 -3.92 5.11  0.072
H: 1.98 -3.10 3.35  0.032
C: 4.43 2.96 -1.48  -0.149
O: 5.01 2.81 -0.18  -0.132
H: 3.75 2.14 -1.64  0.079
H: 3.88 3.90 -1.55  0.070
H: 5.20 2.93 -2.26  0.078
H: 5.63 3.53 -0.04  0.074
C: -0.40 -6.08 5.09  -0.167
O: -0.27 -6.06 3.67  -0.124
H: -1.24 -6.73 5.33  0.065
H: 0.50 -6.47 5.56  0.078
H: -0.61 -5.08 5.48  0.072
H: 0.47 -5.48 3.46  0.038
C: 3.46 1.51 -5.62  -0.143
O: 3.88 2.21 -4.45  -0.138
H: 4.35 1.32 -6.22  0.080
H: 2.99 0.56 -5.37  0.077
H: 2.77 2.11 -6.21  0.065
H: 3.09 2.38 -3.93  0.042
C: -2.52 1.13 -2.75  -0.133
O: -1.13 1.47 -2.58  -0.128
H: -2.90 1.77 -3.55  0.086
H: -2.61 0.09 -3.06  0.068
H: -3.10 1.30 -1.85  0.045
H: -0.77 0.90 -1.89  0.052
C: -2.77 -6.19 7.79  -0.171
O: -3.34 -7.23 7.02  -0.127
H: -1.78 -6.52 8.11  0.079
H: -2.65 -5.27 7.20  0.071
H: -3.36 -5.96 8.68  0.074
H: -4.21 -6.95 6.73  0.074
C: 2.37 5.12 -3.65  -0.156
O: 1.55 4.07 -3.15  -0.130
H: 3.37 4.70 -3.74  0.060
H: 2.04 5.44 -4.64  0.080
H: 2.40 5.97 -2.97  0.080
H: 0.65 4.39 -3.05  0.079
C: -0.83 -1.51 -5.82  -0.144
O: -1.12 -1.13 -4.48  -0.140
H: -1.29 -2.49 -5.97  0.077
H: -1.25 -0.80 -6.53  0.056
H: 0.24 -1.60 -5.98  0.075
H: -0.72 -0.26 -4.32  0.052
C: -6.18 1.76 -0.81  -0.137
O: -4.81 2.10 -0.58  -0.142
H: -6.55 2.41 -1.59  0.055
H: -6.28 0.73 -1.14  0.084
H: -6.78 1.91 0.09  0.079
H: -4.48 1.52 0.11  0.057
C: -8.01 2.11 -4.91  -0.158
O: -8.30 2.50 -3.57  -0.132
H: -8.50 1.15 -5.08  0.077
H: -8.41 2.83 -5.64  0.074
H: -6.94 1.99 -5.08  0.075
H: -7.88 3.35 -3.42  0.067
C: 0.29 1.73 -8.68  -0.148
O: -0.74 0.78 -8.40  -0.128
H: 1.12 1.51 -8.02  0.061
H: 0.63 1.65 -9.71  0.078
H: -0.05 2.75 -8.49  0.078
H: -1.48 0.96 -8.98  0.075